Entry 1:
The following is a quantum chemistry calculation of a cluster of 6 separate species, C29H74BrClI2N5O6P2 in total, from the Open Molecules 2025 dataset.

Geometry as XYZ:
```
120
Properties=species:S:1:pos:R:3:mulliken_charge:R:1
C -1.126 1.380 0.015 -0.637
C -0.316 1.387 -1.051 -0.267
C 1.142 1.672 -1.016 -0.762
P 1.438 3.600 -1.284 1.087
C 1.546 3.323 -3.187 -1.512
C 2.793 2.726 -3.864 0.153
C 3.873 2.024 -3.035 -1.258
Br 3.715 4.154 -4.928 -0.299
C 1.197 3.803 0.679 -1.472
I 0.799 5.909 1.267 -0.206
C 2.398 3.244 1.470 -0.005
C 3.247 4.218 2.267 -1.810
I 1.629 1.784 2.921 -0.085
P 1.587 5.866 -1.416 0.237
O 3.015 6.261 -2.269 -0.514
Cl -0.082 6.544 -2.568 -0.369
H -2.159 1.712 -0.038 0.059
H -0.752 1.109 0.997 0.254
H -0.754 1.141 -2.016 0.320
H 1.598 1.275 -0.104 0.198
H 1.574 1.099 -1.841 0.456
H 2.870 3.488 -1.045 -0.047
H -0.009 3.746 -1.432 -0.063
H 0.687 2.703 -3.455 0.358
H 1.333 4.279 -3.664 0.748
H 2.471 2.044 -4.644 0.537
H 4.265 1.166 -3.580 0.271
H 3.584 1.733 -2.032 0.242
H 4.727 2.689 -2.925 0.478
H 0.295 3.314 1.018 0.813
H 3.061 2.667 0.831 0.467
H 3.667 4.998 1.636 0.447
H 4.102 3.655 2.656 0.482
H 2.745 4.613 3.142 0.460
H 2.819 6.597 -3.150 0.288
C 3.602 -4.305 2.861 -1.339
C 4.415 -3.363 1.980 0.502
C 3.747 -1.998 1.762 -0.914
O 2.678 -2.017 0.837 -0.313
C 1.439 -2.460 1.364 -0.451
N 4.707 -4.038 0.710 -0.520
H 2.761 -4.743 2.325 0.072
H 4.225 -5.131 3.208 0.372
H 3.218 -3.786 3.743 0.394
H 5.366 -3.178 2.491 0.365
H 4.491 -1.323 1.331 0.309
H 3.430 -1.549 2.712 0.409
H 1.308 -2.154 2.406 0.305
H 1.356 -3.548 1.278 -0.035
H 0.643 -2.012 0.770 0.345
H 5.334 -3.451 0.166 0.283
H 3.849 -4.042 0.165 0.239
C 7.318 -6.590 2.560 -1.429
C 7.893 -5.973 1.289 0.536
C 7.517 -6.735 0.012 -0.733
O 8.241 -7.936 -0.198 -0.422
C 7.759 -9.057 0.514 -0.630
N 9.347 -5.840 1.441 -0.732
H 7.867 -7.479 2.872 0.328
H 7.374 -5.875 3.381 0.341
H 6.270 -6.860 2.423 0.303
H 7.469 -4.971 1.198 0.294
H 7.762 -6.098 -0.843 0.352
H 6.437 -6.922 -0.034 0.382
H 6.669 -9.038 0.610 0.284
H 8.217 -9.122 1.504 0.230
H 8.043 -9.950 -0.043 0.268
H 9.717 -5.333 0.642 0.276
H 9.749 -6.769 1.345 0.324
C -4.455 4.306 0.367 -1.356
C -5.115 3.081 -0.259 0.286
C -6.648 3.142 -0.257 -0.536
O -7.254 2.875 0.999 -0.416
C -7.287 3.974 1.888 -0.495
N -4.605 1.881 0.411 -0.548
H -4.502 4.288 1.456 0.310
H -3.400 4.346 0.094 0.312
H -4.925 5.227 0.016 0.245
H -4.800 3.042 -1.306 0.392
H -7.017 2.359 -0.926 0.379
H -7.007 4.097 -0.662 0.245
H -7.424 4.920 1.356 0.143
H -6.379 4.018 2.494 0.237
H -8.131 3.828 2.563 0.259
H -4.956 1.057 -0.071 0.241
H -5.043 1.830 1.327 0.255
C -8.371 7.565 -1.310 -1.423
C -7.738 7.319 -2.676 0.257
C -8.563 7.873 -3.846 -0.695
O -9.699 7.101 -4.190 -0.377
C -10.842 7.325 -3.387 -0.641
N -7.473 5.885 -2.819 -0.519
H -9.200 6.886 -1.111 0.303
H -7.634 7.410 -0.522 0.291
H -8.740 8.590 -1.224 0.394
H -6.778 7.841 -2.687 0.362
H -7.930 7.863 -4.737 0.353
H -8.849 8.919 -3.673 0.396
H -10.918 8.370 -3.072 0.296
H -10.842 6.672 -2.511 0.229
H -11.719 7.077 -3.985 0.257
H -6.954 5.727 -3.678 0.255
H -8.365 5.425 -2.987 0.266
C -1.591 -7.971 1.502 -1.436
C -0.577 -7.464 2.522 0.219
C 0.039 -6.106 2.158 -0.663
O 1.025 -6.156 1.146 -0.183
C 0.524 -6.188 -0.179 -0.917
N 0.448 -8.494 2.722 -0.756
H -1.112 -8.372 0.609 0.292
H -2.187 -8.775 1.934 0.359
H -2.274 -7.176 1.197 0.335
H -1.108 -7.330 3.469 0.427
H 0.556 -5.724 3.044 0.349
H -0.735 -5.370 1.904 0.440
H -0.391 -5.598 -0.281 0.385
H 0.345 -7.216 -0.506 0.270
H 1.288 -5.763 -0.830 0.263
H 1.063 -8.205 3.478 0.279
H 1.050 -8.487 1.903 0.330
```

Computed properties:
- HOMO (Ha) = -0.1071
- net charge = -1
- E_tot (eV) = -168347.685

=====

Entry 2:
The following is a quantum chemistry calculation of a structure of composition C6H12O, from the Open Molecules 2025 dataset.

Geometry as XYZ:
```
19
Properties=species:S:1:pos:R:3:mulliken_charge:R:1
C 1.669 1.275 -0.251 -1.559
C 0.621 0.200 -0.004 1.088
C 1.170 -1.212 0.125 -1.410
C -0.649 0.376 -0.682 -0.544
C -1.692 -0.677 -0.839 -0.664
C -1.960 0.032 0.428 0.047
O -1.568 -0.422 1.613 -0.551
H 1.207 2.265 -0.324 0.407
H 2.373 1.285 0.587 0.381
H 2.243 1.097 -1.170 0.345
H 0.368 0.405 1.332 -0.144
H 2.061 -1.195 0.759 0.416
H 1.440 -1.651 -0.844 0.338
H 0.426 -1.854 0.604 0.337
H -0.814 1.338 -1.163 0.340
H -2.401 -0.492 -1.641 0.274
H -1.378 -1.712 -0.759 0.229
H -2.631 0.894 0.411 0.360
H -0.484 0.051 1.817 0.309
```

Computed properties:
- HOMO (Ha) = -0.3272
- E_tot (eV) = -8461.111

=====

Entry 3:
The following is a quantum chemistry calculation of a cluster of 2 separate species, C2H8O2 in total, from the Open Molecules 2025 dataset.

Geometry as XYZ:
```
12
Properties=species:S:1:pos:R:3:mulliken_charge:R:1
C 1.678 1.516 1.131 -0.440
O 1.096 0.273 0.865 -0.530
H 2.516 1.594 0.402 0.257
H 1.851 1.597 2.204 0.190
H 0.856 2.315 0.772 0.183
H 1.455 -0.156 0.076 0.308
C -1.997 -0.926 -0.662 -0.490
O -0.794 -0.987 -1.331 -0.440
H -2.548 -1.608 -1.472 0.168
H -1.920 -1.295 0.276 0.275
H -2.532 0.080 -0.433 0.221
H -0.171 -0.354 -0.912 0.299
```

Computed properties:
- HOMO (Ha) = -0.3740
- E_tot (eV) = -6296.559

=====

Entry 4:
The following is a quantum chemistry calculation of an isolated molecule of C4H9NO2, from the Open Molecules 2025 dataset.

Geometry as XYZ:
```
16
Properties=species:S:1:pos:R:3:mulliken_charge:R:1
C 0.489 -0.608 2.192 -0.961
C -0.533 0.471 1.887 -0.548
N -0.060 1.193 0.518 -0.084
C -0.459 0.591 -0.739 0.500
O -1.584 0.669 -1.152 -0.527
O 0.559 -0.042 -1.311 -0.337
C 0.235 -0.637 -2.581 -0.608
H 1.459 -0.174 2.482 0.283
H 0.120 -1.116 3.093 0.332
H 0.694 -1.402 1.444 0.271
H -1.472 0.006 1.548 0.133
H -0.492 2.111 0.578 0.395
H 0.953 1.298 0.565 0.316
H 1.183 -0.957 -3.011 0.237
H -0.432 -1.489 -2.434 0.292
H -0.255 0.099 -3.224 0.305
```

Computed properties:
- HOMO (Ha) = -0.2447
- E_tot (eV) = -9875.949

=====

Computed values of strongest force on any atom (unit: eV/A) for the preceding records, in sequence: 2.83, 2.86, 4.90, 0.56.